# C16H48N4O6

A 6-piece molecular cluster, C16H48N4O6 overall (the ωB97M-V functional and the def2-TZVPD basis, OMol25).

Each line ends with the Mulliken charge.
CARTESIAN COORDINATES (ANGSTROEM)
C1 2.389 -7.418 3.490  -0.78
O1 2.078 -6.158 2.907  -0.29
C2 3.185 -5.526 2.248  -0.70
C3 2.909 -4.234 1.512  0.33
C4 4.211 -3.664 1.091  -1.35
N1 2.430 -3.245 2.380  -0.69
H1 1.593 -7.648 4.198  0.26
H2 3.257 -7.306 4.138  0.33
H3 2.569 -8.238 2.794  0.29
H4 3.865 -5.110 2.991  0.27
H5 3.790 -6.204 1.646  0.34
H6 2.146 -4.281 0.735  0.40
H7 4.832 -3.356 1.933  0.36
H8 4.050 -2.751 0.518  0.36
H9 4.575 -4.472 0.456  0.35
H10 1.685 -3.724 2.867  0.25
H11 3.074 -2.984 3.112  0.27
C5 -4.471 -1.870 0.987  -0.77
O2 -4.276 -3.295 0.601  -0.32
C6 -3.380 -3.459 -0.538  -0.65
C7 -3.279 -4.915 -0.908  0.47
C8 -2.816 -5.851 0.222  -1.37
N2 -2.401 -5.042 -2.027  -0.73
H12 -3.546 -1.478 1.409  0.31
H13 -5.177 -2.092 1.787  0.27
H14 -5.034 -1.218 0.319  0.30
H15 -3.763 -2.932 -1.412  0.29
H16 -2.475 -2.889 -0.326  0.34
H17 -4.267 -5.335 -1.101  0.24
H18 -2.621 -6.844 -0.181  0.47
H19 -3.620 -6.221 0.858  0.32
H20 -2.084 -5.310 0.822  0.26
H21 -3.081 -5.115 -2.769  0.29
H22 -2.067 -5.994 -1.990  0.29
C9 -5.973 4.690 3.203  -0.70
O3 -5.239 3.971 2.206  -0.32
C10 -4.322 4.620 1.355  -0.65
C11 -5.071 5.285 0.086  0.47
C12 -5.892 4.240 -0.782  -1.29
N3 -4.143 6.039 -0.746  -0.65
H23 -6.636 3.926 3.608  0.23
H24 -6.491 5.586 2.859  0.30
H25 -5.271 4.998 3.977  0.29
H26 -3.756 5.334 1.953  0.38
H27 -3.610 3.858 1.035  0.26
H28 -5.708 5.994 0.615  0.20
H29 -6.462 3.648 -0.065  0.31
H30 -5.305 3.522 -1.353  0.33
H31 -6.531 4.678 -1.548  0.35
H32 -4.650 6.512 -1.480  0.25
H33 -3.859 6.823 -0.176  0.26
C13 5.911 2.688 -5.173  -0.72
O4 6.120 3.473 -4.070  -0.28
C14 5.775 2.964 -2.838  -0.77
C15 5.742 4.171 -1.873  0.32
C16 5.582 3.616 -0.400  -1.33
N4 4.550 4.964 -2.153  -0.74
H34 4.875 2.363 -5.270  0.30
H35 6.576 1.843 -4.997  0.30
H36 6.153 3.323 -6.025  0.23
H37 4.809 2.467 -2.748  0.35
H38 6.546 2.246 -2.559  0.41
H39 6.654 4.740 -2.054  0.37
H40 6.545 3.143 -0.211  0.36
H41 4.768 2.891 -0.360  0.29
H42 5.439 4.406 0.337  0.38
H43 3.646 4.514 -2.136  0.24
H44 4.715 5.139 -3.133  0.29
O5 0.337 0.623 -0.132  -0.62
H45 0.811 -0.036 -0.639  0.31
H46 0.532 0.409 0.780  0.31
O6 -0.172 4.380 -1.390  -0.65
H47 -0.191 3.478 -1.070  0.31
H48 -1.091 4.648 -1.405  0.32

As for the net charge: 0. The SMILES is COC[C@H](C)N.COC[C@H](C)N.COC[C@H](C)N.COC[C@H](C)N.O.O. As for the total energy: -1308.67355 a.u. The calculation puts the gap between HOMO and LUMO at 0.3432 hartree. As for the LUMO energy: 0.0177 Eh. For the HOMO energy, the calculation gives -8.86 eV.

***

# C16H48O16

A 8-piece molecular cluster, C16H48O16 overall (the ωB97M-V functional and the def2-TZVPD basis, OMol25).

Each line ends with the Mulliken charge.
CARTESIAN COORDINATES (ANGSTROEM)
O1 -1.412 -4.149 -7.786  -0.53
C1 -0.081 -4.579 -7.825  -0.46
C2 0.479 -4.521 -9.261  -0.04
O2 0.252 -5.674 -10.011  -0.57
H1 -1.906 -4.945 -7.995  0.33
H2 0.517 -3.832 -7.304  0.31
H3 0.030 -5.519 -7.284  0.27
H4 1.559 -4.385 -9.313  0.08
H5 -0.065 -3.782 -9.849  0.37
H6 -0.673 -5.824 -10.218  0.26
O3 1.397 -12.093 -7.603  -0.29
C3 0.056 -12.017 -7.275  -0.39
C4 -0.501 -13.383 -6.831  -0.40
O4 -0.627 -14.209 -7.995  -0.53
H7 1.872 -12.375 -6.818  0.18
H8 0.157 -11.358 -6.412  0.20
H9 -0.625 -11.629 -8.032  0.27
H10 -1.488 -13.392 -6.369  0.34
H11 0.224 -13.872 -6.179  0.28
H12 0.203 -14.385 -8.444  0.39
O5 5.949 -7.231 -13.765  -0.53
C5 5.820 -8.534 -13.171  -0.50
C6 4.611 -8.702 -12.227  -0.28
O6 4.878 -8.247 -10.928  -0.44
H13 5.896 -6.565 -13.075  0.32
H14 5.729 -9.250 -13.988  0.34
H15 6.656 -8.845 -12.544  0.25
H16 4.303 -9.730 -12.037  0.25
H17 3.748 -8.176 -12.634  0.31
H18 4.085 -8.326 -10.393  0.13
O7 2.197 -7.880 -9.783  -0.48
C7 1.996 -8.511 -8.583  -0.27
C8 3.213 -9.249 -8.102  -0.70
O8 4.231 -8.414 -7.645  -0.05
H19 1.641 -7.098 -9.819  0.17
H20 1.681 -7.677 -7.956  0.21
H21 1.178 -9.226 -8.672  0.24
H22 3.591 -9.932 -8.863  0.60
H23 2.905 -9.781 -7.202  0.25
H24 4.787 -8.894 -7.027  0.00
O9 1.658 -15.333 -9.292  -0.47
C9 3.081 -15.349 -9.538  -0.43
C10 3.681 -14.048 -8.949  -0.41
O10 3.220 -12.933 -9.712  -0.53
H25 1.239 -16.048 -9.777  0.24
H26 3.483 -16.160 -8.931  0.31
H27 3.466 -15.549 -10.538  0.35
H28 4.766 -14.143 -8.973  0.38
H29 3.500 -13.925 -7.881  0.16
H30 2.453 -12.632 -9.220  0.39
O11 5.259 -5.657 -7.441  -0.56
C11 4.645 -5.194 -8.655  0.67
C12 4.890 -3.633 -8.720  -0.81
O12 6.058 -3.198 -9.308  -0.56
H31 4.924 -6.551 -7.346  0.23
H32 5.096 -5.631 -9.545  0.19
H33 3.582 -5.394 -8.520  -0.16
H34 4.899 -3.132 -7.752  0.43
H35 4.061 -3.124 -9.211  0.24
H36 6.724 -3.154 -8.617  0.34
O13 3.226 -7.166 -2.919  -0.62
C13 2.588 -7.763 -4.071  -0.23
C14 2.481 -9.327 -4.012  -0.20
O14 3.649 -9.925 -4.435  -0.48
H37 4.061 -7.611 -2.758  0.39
H38 1.722 -7.148 -4.313  0.40
H39 3.283 -7.626 -4.900  0.07
H40 1.685 -9.534 -4.726  0.13
H41 2.186 -9.670 -3.020  0.42
H42 3.480 -10.868 -4.496  0.21
O15 6.976 -9.311 -5.725  -0.40
C15 7.343 -8.918 -4.470  -0.65
C16 6.468 -7.954 -3.640  -0.20
O16 5.481 -8.620 -2.754  -0.65
H43 7.583 -9.895 -6.185  0.25
H44 7.671 -9.733 -3.825  0.42
H45 8.318 -8.446 -4.592  0.44
H46 5.991 -7.229 -4.300  0.15
H47 7.125 -7.347 -3.017  0.37
H48 5.094 -9.290 -3.322  0.33

As for the net charge: 0. The SMILES is OCCO.OCCO.OCCO.OCCO.OCCO.OCCO.OCCO.OCCO. As for the total energy: -1842.04069 a.u. The calculation puts the gap between HOMO and LUMO at 0.3356 hartree. As for the LUMO energy: -0.0119 Eh. For the HOMO energy, the calculation gives -9.46 eV.

***

# C16H48O16

A 8-piece molecular cluster, C16H48O16 overall (the ωB97M-V functional and the def2-TZVPD basis, OMol25).

Each line ends with the Mulliken charge.
CARTESIAN COORDINATES (ANGSTROEM)
O1 -4.032 -3.481 0.637  -0.52
C1 -2.971 -4.217 1.170  -0.39
C2 -1.858 -4.475 0.222  -0.58
O2 -1.267 -3.231 -0.128  -0.33
H1 -3.735 -2.935 -0.130  0.29
H2 -2.626 -3.810 2.158  0.23
H3 -3.424 -5.211 1.317  0.36
H4 -2.227 -4.948 -0.702  0.36
H5 -1.115 -5.138 0.616  0.37
H6 -1.028 -3.255 -1.070  0.21
O3 -1.072 4.923 -1.501  -0.44
C3 -1.333 3.669 -2.011  -0.54
C4 -2.687 3.055 -1.768  -0.13
O4 -3.036 2.855 -0.418  -0.54
H7 -1.574 5.560 -2.014  0.31
H8 -1.220 3.573 -3.120  0.40
H9 -0.600 3.043 -1.527  0.18
H10 -2.819 2.074 -2.314  0.10
H11 -3.443 3.702 -2.200  0.43
H12 -3.108 3.654 0.114  0.14
O5 -0.522 -3.215 -2.962  -0.62
C5 -1.531 -2.380 -3.532  -0.34
C6 -1.208 -0.898 -3.251  -0.23
O6 -2.248 -0.006 -3.167  -0.65
H13 0.316 -2.774 -3.154  0.32
H14 -1.759 -2.683 -4.561  0.30
H15 -2.490 -2.707 -3.041  0.21
H16 -0.587 -0.505 -4.052  0.49
H17 -0.706 -0.906 -2.274  0.03
H18 -2.734 -0.195 -2.333  0.41
O7 -3.122 -1.046 -0.731  -0.41
C7 -4.156 -0.413 0.076  -0.76
C8 -3.797 -0.136 1.534  -0.35
O8 -2.726 0.813 1.567  -0.54
H19 -2.290 -1.156 -0.309  0.30
H20 -4.415 0.557 -0.411  0.32
H21 -4.967 -1.091 -0.079  0.52
H22 -3.458 -1.000 2.083  0.29
H23 -4.721 0.266 2.038  0.32
H24 -2.857 1.405 0.817  0.27
O9 -0.699 6.238 2.540  -0.52
C9 -1.320 5.277 1.688  -0.48
C10 -0.359 4.184 1.272  0.82
O10 0.285 3.635 2.421  -0.52
H25 -1.411 6.742 2.978  0.32
H26 -2.199 4.803 2.179  0.32
H27 -1.861 5.750 0.782  0.21
H28 0.397 4.604 0.548  0.19
H29 -0.956 3.398 0.855  -0.64
H30 0.554 4.380 2.947  0.34
O11 6.599 -1.555 1.793  -0.57
C11 5.699 -0.618 2.408  0.08
C12 6.126 0.798 2.127  -0.30
O12 6.260 1.012 0.749  -0.52
H31 6.118 -1.823 0.980  0.38
H32 4.604 -0.692 2.082  -0.28
H33 5.617 -0.823 3.448  0.38
H34 7.121 0.979 2.552  0.29
H35 5.429 1.577 2.521  0.25
H36 7.164 1.127 0.461  0.29
O13 4.993 -2.922 -0.418  -0.58
C13 4.571 -2.113 -1.531  -0.59
C14 3.255 -1.383 -1.267  0.07
O14 2.209 -2.316 -1.244  -0.52
H37 4.253 -3.379 -0.029  0.31
H38 5.383 -1.436 -1.789  0.36
H39 4.442 -2.679 -2.450  0.33
H40 3.087 -0.542 -1.962  0.27
H41 3.362 -0.936 -0.294  -0.14
H42 1.757 -2.161 -0.348  0.42
O15 -0.533 -0.002 0.201  0.12
C15 0.638 0.134 1.001  0.03
C16 0.882 -1.114 1.787  -0.85
O16 1.088 -2.244 0.992  -0.55
H43 -1.232 0.365 0.748  -0.10
H44 1.516 0.375 0.378  0.38
H45 0.562 0.978 1.690  0.22
H46 -0.114 -1.232 2.293  0.26
H47 1.597 -1.005 2.612  0.37
H48 0.270 -2.717 0.709  0.35

As for the net charge: 0. The SMILES is OCCO.OCCO.OCCO.OCCO.OCCO.OCCO.OCCO.OCCO. As for the total energy: -1842.11123 a.u. The calculation puts the gap between HOMO and LUMO at 0.3621 hartree. As for the LUMO energy: 0.0096 Eh. For the HOMO energy, the calculation gives -9.59 eV.

***

- The lowest HOMO energy belongs to which entry?
  number 3

***

- What is the gap between HOMO and LUMO in the first record?
  0.3432 hartree

***

- Which formula does entry 2 have?
  C16H48O16